Below is 3 unconnected molecules or ions with the total composition C24H53BN3O10P2S, with properties calculated with ωB97M-V/def2-TZVPD.

Geometry as XYZ:
```
94
C24H53BN3O10P2S, DFT ωB97M-V/def2-TZVPD
C 1.728 -2.978 -0.708
C 2.538 -2.869 0.629
C 3.477 -1.603 0.750
N 3.212 -0.506 -0.201
C 2.082 0.267 0.097
C 1.090 -0.024 1.100
N 0.016 0.788 1.277
C -0.257 1.928 0.567
B -1.583 2.754 0.961
O -1.537 3.415 2.209
O -2.724 2.932 0.204
C -3.503 1.763 -0.095
C -3.284 0.491 0.777
C 0.691 2.346 -0.459
N 0.513 3.527 -1.217
C 1.393 4.648 -0.796
C 1.272 5.046 0.720
C 1.880 1.510 -0.689
S 3.149 1.908 -1.905
H 2.408 -2.865 -1.592
H 0.876 -2.258 -0.779
H 1.298 -4.007 -0.786
H 3.187 -3.783 0.698
H 1.839 -2.942 1.502
H 3.474 -1.195 1.791
H 4.526 -1.949 0.560
H 3.243 -0.798 -1.176
H 1.177 -0.926 1.734
H -0.650 0.511 2.004
H -0.786 4.041 2.194
H -4.607 2.033 -0.004
H -3.371 1.468 -1.171
H -4.111 -0.221 0.503
H -3.378 0.638 1.881
H -2.349 -0.058 0.483
H -0.466 3.799 -1.301
H 1.059 5.543 -1.385
H 2.442 4.392 -1.078
H 1.996 5.879 0.904
H 1.546 4.194 1.398
H 0.253 5.457 0.945
H 2.609 1.955 -3.167
O -8.107 0.044 1.835
P -8.824 1.319 1.454
O -7.959 2.393 2.358
C -6.635 2.711 1.955
C -6.641 3.711 0.813
O -10.095 1.120 2.494
C -10.586 -0.181 2.816
C -10.154 -0.556 4.219
O -9.641 2.603 0.749
C -11.065 2.618 0.584
C -11.674 3.531 1.627
H -6.090 1.805 1.670
H -6.130 3.145 2.820
H -7.064 3.262 -0.090
H -5.627 4.050 0.586
H -7.257 4.575 1.063
H -10.265 -0.925 2.086
H -11.678 -0.138 2.769
H -9.068 -0.529 4.320
H -10.508 -1.554 4.482
H -10.554 0.158 4.943
H -11.487 1.614 0.618
H -11.272 3.020 -0.410
H -11.456 3.190 2.639
H -12.756 3.590 1.506
H -11.255 4.537 1.543
O 7.809 -2.642 -0.357
P 8.351 -3.666 -1.329
O 9.810 -2.986 -1.660
C 10.829 -3.026 -0.665
C 11.502 -4.384 -0.626
O 7.528 -3.091 -2.651
C 6.245 -2.499 -2.506
C 6.356 -0.996 -2.668
O 8.791 -5.011 -2.228
C 7.922 -5.619 -3.192
C 8.380 -5.236 -4.583
H 10.419 -2.770 0.316
H 11.561 -2.260 -0.926
H 10.805 -5.153 -0.280
H 12.362 -4.372 0.047
H 11.836 -4.678 -1.622
H 5.784 -2.768 -1.553
H 5.604 -2.906 -3.296
H 7.051 -0.567 -1.946
H 5.381 -0.517 -2.544
H 6.743 -0.749 -3.659
H 6.877 -5.361 -3.015
H 8.010 -6.702 -3.071
H 8.349 -4.157 -4.736
H 7.757 -5.712 -5.341
H 9.418 -5.539 -4.739
```

Calculated values
- charge = +1
- DFT total energy (eV) = -80776.90045
- gap between HOMO and LUMO (eV) = 7.53